# 1
DFT (the ωB97M-V functional and the def2-TZVPD basis) results for a cluster of 13 separate species, H26O13 in total in a non-equilibrium geometry.

Max |F|   3.21 eV/Å
E   -993.6260 Ha
Gap between HOMO and LUMO   9.7 eV

Positions of all 39 atoms, in Å:
1 O 3.613 -0.668 -2.333
2 H 2.714 -0.694 -2.669
3 H 3.597 -0.196 -1.495
4 O -0.992 1.208 2.991
5 H -1.054 1.863 3.696
6 H -0.151 0.765 3.166
7 O 0.839 -3.105 -1.586
8 H 0.177 -2.776 -2.215
9 H 1.505 -3.241 -2.280
10 O 1.727 -0.129 0.357
11 H 2.162 -0.756 0.953
12 H 1.914 -0.567 -0.486
13 O -4.374 -0.534 0.252
14 H -4.089 -1.034 1.028
15 H -3.502 -0.119 0.174
16 O 2.230 1.774 -2.251
17 H 2.700 1.274 -2.924
18 H 2.716 2.594 -2.122
19 O -2.992 -1.254 -3.491
20 H -2.314 -1.720 -2.998
21 H -3.167 -0.541 -2.858
22 O -2.145 -0.553 1.774
23 H -1.231 -0.435 1.859
24 H -2.572 -0.673 2.621
25 O 1.054 2.884 0.503
26 H 1.254 1.947 0.371
27 H 1.579 3.175 1.242
28 O 0.924 -3.231 2.433
29 H 0.751 -4.098 2.055
30 H 0.044 -2.935 2.669
31 O 3.656 1.398 1.573
32 H 3.205 0.778 0.996
33 H 3.198 2.129 1.903
34 O -2.572 1.888 0.350
35 H -3.392 2.092 0.775
36 H -1.872 2.327 0.837
37 O -1.825 0.201 -2.034
38 H -1.354 0.991 -1.739
39 H -1.961 -0.029 -1.094

natural (NBO) atomic charge list, values in e, 8 entries: O -0.94; H 0.47; H 0.48; O -0.95; H 0.48; H 0.47; O -0.93; H 0.47

# 2
DFT (the ωB97M-V functional and the def2-TZVPD basis) results for a cluster of 13 separate species, H26O13 in total in a non-equilibrium geometry.

Max |F|   4.18 eV/Å
E   -993.6230 Ha
Gap between HOMO and LUMO   10.4 eV

Positions of all 39 atoms, in Å:
1 O -1.276 -2.669 -0.711
2 H -1.572 -2.483 0.199
3 H -1.072 -3.511 -1.080
4 O -0.074 3.569 0.833
5 H -0.714 3.080 0.271
6 H 0.172 4.401 0.441
7 O -1.688 2.275 -0.817
8 H -1.789 1.319 -0.679
9 H -0.935 2.126 -1.473
10 O -2.674 -2.379 2.184
11 H -2.993 -1.430 2.166
12 H -3.228 -2.303 1.345
13 O -1.676 -0.273 -2.393
14 H -1.640 -1.260 -2.425
15 H -2.428 -0.193 -1.734
16 O 3.416 1.166 -1.654
17 H 4.282 1.097 -1.264
18 H 3.045 0.289 -1.691
19 O 1.213 -3.970 0.249
20 H 1.597 -4.142 1.120
21 H 1.632 -3.301 -0.257
22 O 0.728 -0.849 -2.160
23 H 0.834 -0.383 -2.978
24 H -0.205 -0.925 -1.817
25 O 3.301 2.374 0.792
26 H 2.683 1.757 0.421
27 H 3.024 3.207 0.381
28 O 1.929 0.424 2.406
29 H 1.675 1.128 1.801
30 H 1.524 0.813 3.258
31 O 3.251 -2.053 -1.014
32 H 3.302 -1.511 -0.225
33 H 2.355 -1.853 -1.446
34 O -1.423 1.443 1.589
35 H -2.178 1.790 2.088
36 H -0.703 2.031 1.779
37 O -3.976 0.024 0.765
38 H -4.288 0.555 1.503
39 H -3.434 0.620 0.227

natural (NBO) atomic charge list, values in e, 8 entries: O -1.03; H 0.52; H 0.51; O -1.02; H 0.50; H 0.48; O -0.93; H 0.47

# 3
DFT (the ωB97M-V functional and the def2-TZVPD basis) results for a cluster of 13 separate species, H26O13 in total in a non-equilibrium geometry.

Max |F|   3.84 eV/Å
E   -993.6871 Ha
Gap between HOMO and LUMO   9.5 eV

Positions of all 39 atoms, in Å:
1 O 0.546 -1.715 -3.002
2 H 1.317 -1.343 -2.609
3 H -0.172 -1.248 -2.502
4 O -3.532 0.581 0.107
5 H -3.488 -0.337 0.009
6 H -2.864 0.804 -0.509
7 O 2.034 -1.798 1.125
8 H 1.674 -1.237 1.759
9 H 2.978 -1.914 1.456
10 O 2.528 -0.619 -1.203
11 H 2.118 -0.978 -0.401
12 H 3.473 -0.785 -1.164
13 O -0.106 -2.944 -0.422
14 H -0.036 -3.789 -0.840
15 H 0.762 -2.623 -0.131
16 O 1.616 0.800 2.884
17 H 0.873 0.570 2.343
18 H 2.459 0.601 2.437
19 O 2.025 3.636 0.119
20 H 1.474 2.979 -0.248
21 H 2.938 3.584 -0.158
22 O -0.712 3.113 1.283
23 H -1.307 2.455 1.692
24 H 0.069 3.022 1.826
25 O 0.898 1.844 -1.460
26 H 1.609 1.248 -1.651
27 H 0.259 1.553 -2.149
28 O -1.669 -0.305 -1.978
29 H -1.187 0.163 -2.712
30 H -2.405 -0.673 -2.440
31 O -0.100 0.183 0.529
32 H 0.497 0.758 -0.046
33 H -0.650 -0.346 -0.041
34 O -1.936 0.837 2.542
35 H -1.914 0.210 1.832
36 H -2.590 0.542 3.130
37 O -2.711 -2.041 0.459
38 H -2.961 -2.526 -0.310
39 H -1.807 -2.264 0.443

natural (NBO) atomic charge list, values in e, 8 entries: O -0.97; H 0.48; H 0.46; O -0.94; H 0.47; H 0.46; O -0.96; H 0.50

# 4
DFT (the ωB97M-V functional and the def2-TZVPD basis) results for a structure of composition H26O13 in a non-equilibrium geometry.

Max |F|   9.32 eV/Å
E   -993.5174 Ha
Gap between HOMO and LUMO   8.6 eV

Positions of all 39 atoms, in Å:
1 H -0.819 -0.113 0.097
2 H 0.183 0.926 0.572
3 H -4.187 -1.413 -1.870
4 H -5.197 -2.513 -1.588
5 H 1.360 -3.004 -2.721
6 H 1.605 -4.498 -2.586
7 H 3.487 -1.416 0.115
8 H 3.273 -1.053 1.575
9 H -2.154 3.909 -2.914
10 H -0.812 3.499 -2.330
11 H -2.104 -0.672 -2.780
12 H -1.365 -0.074 -1.594
13 H 2.416 2.915 2.043
14 H 1.804 1.875 2.967
15 H 4.923 2.685 -0.033
16 H 4.427 1.458 -0.780
17 H -0.217 -0.436 3.694
18 H 0.466 -0.106 2.377
19 H 2.168 1.715 -0.417
20 H 2.610 0.550 -1.286
21 H -4.545 1.811 0.886
22 H -5.183 2.465 2.101
23 H -2.932 -1.498 2.352
24 H -1.900 -1.420 3.465
25 H 1.962 -3.071 0.595
26 H 1.060 -2.267 -0.328
27 O 0.067 0.225 -0.079
28 O -5.099 -1.554 -1.591
29 O 1.795 -3.656 -2.159
30 O 3.879 -0.914 0.839
31 O -1.462 4.211 -2.316
32 O -1.217 -0.527 -2.432
33 O 2.028 2.033 2.043
34 O 4.118 2.204 -0.254
35 O -0.373 -0.409 2.743
36 O 2.761 1.491 -1.142
37 O -5.400 2.062 1.253
38 O -2.325 -2.043 2.865
39 O 1.187 -3.154 0.029

natural (NBO) atomic charge list, values in e, 8 entries: H 0.47; H 0.48; H 0.46; H 0.47; H 0.46; H 0.47; H 0.46; H 0.46

# 5
DFT (the ωB97M-V functional and the def2-TZVPD basis) results for a cluster of 14 separate species, H27O14 in total in a non-equilibrium geometry.

Max |F|   6.27 eV/Å
E   -1069.5092 Ha
Gap between HOMO and LUMO   8.3 eV
Net charge   -1

Positions of all 41 atoms, in Å:
1 O 1.386 4.424 -2.700
2 H 0.961 4.017 -3.498
3 O 1.506 2.417 -1.006
4 H -1.566 0.769 -3.574
5 H 0.409 2.921 1.843
6 O 3.007 -1.442 1.771
7 H -0.655 2.790 2.666
8 H 0.108 0.402 2.657
9 O 0.016 0.480 3.647
10 H 0.557 -0.872 0.379
11 H 0.921 0.416 3.997
12 O 0.192 -2.451 -1.839
13 H 1.351 3.730 -1.977
14 H 0.581 2.177 -0.783
15 O -2.789 0.124 -1.134
16 H -0.235 -1.625 -1.870
17 H 0.815 1.028 -3.807
18 O 0.501 -0.510 1.229
19 H -0.338 -0.179 1.177
20 H -2.048 0.589 -0.599
21 O -0.060 3.513 2.472
22 H 2.337 -2.027 1.649
23 H -0.481 -3.161 -1.908
24 O -0.756 -3.634 3.744
25 H -0.197 -2.921 4.004
26 H 2.754 -0.728 1.239
27 O 1.597 -4.430 0.533
28 H 1.159 -4.765 -0.154
29 H 1.691 -3.480 0.619
30 O 1.517 1.600 -3.342
31 H -3.088 -0.323 -0.289
32 H -0.782 -0.427 -4.528
33 O -0.813 0.611 -4.252
34 H -3.723 -1.189 1.934
35 H 2.004 2.146 -3.885
36 O -1.025 1.088 0.599
37 H -1.228 -3.294 2.961
38 H -1.533 1.783 0.814
39 O -3.100 -0.946 1.196
40 H 1.459 1.716 -1.745
41 H -2.411 -0.335 1.761

natural (NBO) atomic charge list, values in e, 8 entries: O -1.00; H 0.45; O -0.98; H 0.53; H 0.48; O -0.92; H 0.47; H 0.50

# 6
DFT (the ωB97M-V functional and the def2-TZVPD basis) results for a cluster of 14 separate species, H27O14 in total in a non-equilibrium geometry.

Max |F|   2.64 eV/Å
E   -1069.5747 Ha
Gap between HOMO and LUMO   8.3 eV
Net charge   -1

Positions of all 41 atoms, in Å:
1 O 0.557 3.528 3.591
2 H 0.498 3.520 2.640
3 O 0.709 0.354 4.355
4 H -0.220 0.357 4.106
5 H -2.972 2.214 0.177
6 O -3.780 -3.546 -1.311
7 H -1.926 0.928 0.409
8 H 2.511 -1.333 -3.109
9 O 2.915 -1.880 -2.402
10 H -1.915 -0.685 1.914
11 H 2.548 -2.753 -2.596
12 O 0.851 -0.014 -3.077
13 H 0.027 2.163 -0.159
14 H 1.523 0.616 -3.346
15 O -1.086 3.465 -2.366
16 H -0.278 3.201 -2.833
17 H -1.550 2.642 -2.180
18 O 3.177 0.674 2.744
19 H 2.823 0.313 1.919
20 H 3.514 -0.184 3.053
21 O -2.140 1.884 0.487
22 H -3.534 -2.917 -1.987
23 H 0.369 0.493 -2.413
24 O -0.932 -0.469 0.518
25 H -0.370 -0.874 -0.153
26 H -3.038 -3.856 -0.787
27 O -0.578 -4.662 -0.391
28 H -0.904 -4.350 -1.246
29 H -0.182 -3.832 -0.072
30 O 0.679 2.328 -4.491
31 H 1.078 1.469 -4.551
32 H -0.143 2.302 -4.997
33 O 0.481 1.313 -0.087
34 H -0.350 0.791 0.396
35 H 0.763 2.632 3.882
36 O 1.461 -1.133 1.653
37 H 0.953 -1.360 2.445
38 H 0.887 -0.595 1.090
39 O -2.172 -1.114 2.763
40 H 1.405 0.296 3.720
41 H -1.659 -1.926 2.692

natural (NBO) atomic charge list, values in e, 8 entries: O -0.97; H 0.47; O -1.02; H 0.50; H 0.47; O -0.96; H 0.51; H 0.47

# 7
DFT (the ωB97M-V functional and the def2-TZVPD basis) results for a structure of composition H28HeO14 in a non-equilibrium geometry.

Max |F|   1.24 eV/Å
E   -1073.0804 Ha
Gap between HOMO and LUMO   9.8 eV

Positions of all 43 atoms, in Å:
1 He 1.338 10.124 15.004
2 O 0.249 7.350 17.151
3 H -0.259 8.161 17.146
4 H 0.768 7.387 16.347
5 O 0.099 7.003 12.490
6 H 0.589 7.501 11.835
7 H -0.448 7.655 12.928
8 O 3.546 10.281 12.433
9 H 3.150 9.680 11.803
10 H 3.628 9.768 13.237
11 O -1.386 9.588 17.023
12 H -1.423 10.179 16.271
13 H -1.499 10.159 17.783
14 O 2.111 7.220 14.804
15 H 2.939 7.635 14.561
16 H 1.591 7.237 14.001
17 O -1.745 11.887 15.474
18 H -1.101 12.525 15.166
19 H -2.433 12.416 15.878
20 O -1.888 10.951 12.636
21 H -2.789 10.910 12.955
22 H -1.503 11.695 13.099
23 O -0.003 13.409 13.440
24 H 0.681 12.964 12.940
25 H -0.445 13.965 12.799
26 O -1.903 8.469 13.688
27 H -1.835 9.395 13.457
28 H -2.444 8.457 14.478
29 O 3.371 9.388 17.584
30 H 3.659 9.276 18.490
31 H 3.052 8.523 17.326
32 O 5.595 10.500 16.090
33 H 4.762 10.219 16.469
34 H 5.442 11.404 15.816
35 O 1.954 12.492 11.726
36 H 1.294 11.955 11.287
37 H 2.678 11.890 11.896
38 O 4.412 8.576 14.434
39 H 4.942 7.992 13.891
40 H 5.051 9.124 14.891
41 O 1.761 11.891 18.147
42 H 2.048 12.629 17.610
43 H 2.402 11.202 17.971

natural (NBO) atomic charge list, values in e, 8 entries: He 0.00; O -0.99; H 0.49; H 0.48; O -0.96; H 0.45; H 0.50; O -0.98

# 8
DFT (the ωB97M-V functional and the def2-TZVPD basis) results for a cluster of 14 separate species, H28O14 in total.

Max |F|   0.79 eV/Å
E   -1070.0953 Ha
Gap between HOMO and LUMO   10.5 eV

Positions of all 42 atoms, in Å:
1 H -0.626 -0.042 -0.777
2 H 0.041 0.191 0.568
3 H 0.062 -0.206 -4.304
4 H 0.591 0.073 -2.907
5 H 1.854 -1.907 2.327
6 H 1.234 -3.257 2.647
7 H 0.239 2.080 2.153
8 H -1.189 1.891 2.638
9 H 2.744 -0.893 -1.325
10 H 3.198 -2.331 -1.131
11 H 3.808 1.444 -0.795
12 H 5.303 1.331 -0.543
13 H -1.240 0.413 4.527
14 H -1.228 -1.082 4.254
15 H -2.994 -2.476 -5.010
16 H -2.763 -1.308 -4.066
17 H -1.552 -2.183 0.305
18 H -2.316 -2.360 -0.997
19 H 0.854 4.181 -0.689
20 H -0.418 3.357 -0.800
21 H -4.621 1.478 -1.907
22 H -4.753 2.698 -1.010
23 H 2.943 0.009 2.538
24 H 3.976 0.106 1.428
25 H 0.830 -5.104 -0.569
26 H 0.795 -3.659 -0.097
27 H -2.366 4.111 2.342
28 H -1.775 3.616 1.032
29 O -0.277 0.658 -0.213
30 O 0.320 -0.647 -3.487
31 O 1.008 -2.367 2.356
32 O -0.339 2.263 2.901
33 O 2.891 -1.715 -1.806
34 O 4.573 1.959 -0.513
35 O -1.788 -0.301 4.181
36 O -2.488 -2.216 -4.232
37 O -2.440 -2.140 -0.067
38 O 0.467 3.441 -1.171
39 O -4.362 2.404 -1.841
40 O 3.785 -0.361 2.248
41 O 0.435 -4.532 0.099
42 O -2.415 3.382 1.714

natural (NBO) atomic charge list, values in e, 8 entries: H 0.48; H 0.47; H 0.47; H 0.47; H 0.47; H 0.48; H 0.46; H 0.50

# 9
DFT (the ωB97M-V functional and the def2-TZVPD basis) results for a cluster of 14 separate species, H28O14 in total.

Max |F|   0.32 eV/Å
E   -1070.0844 Ha
Gap between HOMO and LUMO   10.9 eV

Positions of all 42 atoms, in Å:
1 O 4.536 3.798 0.859
2 H 5.441 3.701 1.154
3 H 4.583 4.431 0.143
4 O -2.243 4.476 -0.765
5 H -1.707 4.870 -1.454
6 H -2.773 5.199 -0.430
7 O 2.629 -0.027 6.230
8 H 3.152 -0.282 5.470
9 H 2.823 -0.694 6.889
10 O -5.333 -3.506 -1.898
11 H -5.223 -3.117 -1.030
12 H -5.229 -2.773 -2.504
13 O 5.138 -1.035 1.879
14 H 5.818 -0.842 1.233
15 H 4.345 -0.636 1.520
16 O -0.692 -3.506 -3.060
17 H -1.283 -4.052 -3.576
18 H -0.643 -2.681 -3.543
19 O -2.079 0.712 4.855
20 H -1.793 0.332 4.024
21 H -1.324 0.617 5.435
22 O 0.746 4.772 3.926
23 H 1.533 4.654 3.394
24 H 0.290 3.932 3.871
25 O 0.066 -5.661 1.210
26 H -0.148 -5.017 0.535
27 H -0.264 -5.276 2.022
28 O 0.007 -0.143 0.460
29 H -0.202 -0.648 -0.326
30 H 0.054 0.764 0.157
31 O -3.955 0.338 -4.513
32 H -3.197 0.914 -4.413
33 H -4.065 0.248 -5.460
34 O 1.459 1.691 -3.951
35 H 2.361 1.481 -4.191
36 H 1.231 2.438 -4.505
37 O 3.889 -4.315 -3.731
38 H 2.985 -4.121 -3.484
39 H 4.267 -3.463 -3.947
40 O -5.225 0.508 0.697
41 H -4.602 1.153 1.031
42 H -5.369 0.763 -0.214

natural (NBO) atomic charge list, values in e, 8 entries: O -0.94; H 0.47; H 0.47; O -0.94; H 0.47; H 0.47; O -0.94; H 0.47

# 10
DFT (the ωB97M-V functional and the def2-TZVPD basis) results for a cluster of 14 separate species, H28O14 in total in a non-equilibrium geometry.

Max |F|   2.91 eV/Å
E   -1070.1185 Ha
Gap between HOMO and LUMO   9.7 eV

Positions of all 42 atoms, in Å:
1 O 0.966 -2.020 2.121
2 H 1.068 -2.750 2.702
3 H 1.684 -1.417 2.325
4 O -2.492 2.545 1.224
5 H -1.788 2.424 0.608
6 H -2.588 1.627 1.499
7 O 1.025 -2.618 -2.679
8 H 1.776 -2.756 -3.194
9 H 1.376 -2.174 -1.923
10 O -3.087 -0.292 0.633
11 H -2.242 -0.041 0.277
12 H -3.660 -0.098 -0.080
13 O 0.876 0.399 -2.235
14 H 0.292 -0.027 -2.865
15 H 0.436 0.373 -1.370
16 O -1.309 -1.261 3.224
17 H -1.982 -1.933 3.306
18 H -0.558 -1.734 2.888
19 O 2.152 -1.960 -0.247
20 H 1.685 -1.780 0.538
21 H 3.013 -2.322 0.063
22 O 2.088 2.829 -0.686
23 H 2.255 3.511 -0.031
24 H 1.138 2.742 -0.867
25 O -0.742 2.833 -0.550
26 H -1.085 3.778 -0.440
27 H -0.996 2.374 -1.370
28 O 3.117 0.439 0.081
29 H 2.558 1.183 -0.134
30 H 2.557 -0.370 -0.080
31 O -0.363 -3.138 -0.227
32 H -0.705 -3.997 -0.459
33 H 0.137 -2.931 -1.015
34 O -2.145 0.947 -2.088
35 H -1.678 0.740 -2.941
36 H -2.886 1.437 -2.451
37 O -0.331 -0.050 0.024
38 H -0.124 -0.980 0.260
39 H -0.005 0.586 0.689
40 O 0.532 1.759 1.792
41 H -0.155 1.736 2.539
42 H 0.191 2.389 1.136

natural (NBO) atomic charge list, values in e, 8 entries: O -0.94; H 0.49; H 0.50; O -0.99; H 0.46; H 0.48; O -0.97; H 0.47

What did the third record say?
DFT (the ωB97M-V functional and the def2-TZVPD basis) results for a cluster of 13 separate species, H26O13 in total in a non-equilibrium geometry.

Max |F|   3.84 eV/Å
E   -993.6871 Ha
Gap between HOMO and LUMO   9.5 eV

Positions of all 39 atoms, in Å:
1 O 0.546 -1.715 -3.002
2 H 1.317 -1.343 -2.609
3 H -0.172 -1.248 -2.502
4 O -3.532 0.581 0.107
5 H -3.488 -0.337 0.009
6 H -2.864 0.804 -0.509
7 O 2.034 -1.798 1.125
8 H 1.674 -1.237 1.759
9 H 2.978 -1.914 1.456
10 O 2.528 -0.619 -1.203
11 H 2.118 -0.978 -0.401
12 H 3.473 -0.785 -1.164
13 O -0.106 -2.944 -0.422
14 H -0.036 -3.789 -0.840
15 H 0.762 -2.623 -0.131
16 O 1.616 0.800 2.884
17 H 0.873 0.570 2.343
18 H 2.459 0.601 2.437
19 O 2.025 3.636 0.119
20 H 1.474 2.979 -0.248
21 H 2.938 3.584 -0.158
22 O -0.712 3.113 1.283
23 H -1.307 2.455 1.692
24 H 0.069 3.022 1.826
25 O 0.898 1.844 -1.460
26 H 1.609 1.248 -1.651
27 H 0.259 1.553 -2.149
28 O -1.669 -0.305 -1.978
29 H -1.187 0.163 -2.712
30 H -2.405 -0.673 -2.440
31 O -0.100 0.183 0.529
32 H 0.497 0.758 -0.046
33 H -0.650 -0.346 -0.041
34 O -1.936 0.837 2.542
35 H -1.914 0.210 1.832
36 H -2.590 0.542 3.130
37 O -2.711 -2.041 0.459
38 H -2.961 -2.526 -0.310
39 H -1.807 -2.264 0.443

natural (NBO) atomic charge list, values in e, 8 entries: O -0.97; H 0.48; H 0.46; O -0.94; H 0.47; H 0.46; O -0.96; H 0.50

What is the E in the first record?
-993.6260 Ha